{"formula": "C35H26F3IrN3O2SSb", "method": "wB97M-V/def2-TZVPD", "gap_ev": [8.041, 5.517], "s2": 8.775, "e_lumo_ev": [-2.79, -5.37], "charge": 1, "homo_ev": [-10.830, -10.884], "spin_multiplicity": 6, "largest_force_ev_per_a": 1.551, "symbols": ["Ir", "O", "C", "C", "C", "C", "C", "C", "C", "N", "C", "C", "N", "C", "C", "C", "C", "C", "C", "C", "O", "H", "H", "H", "H", "H", "H", "H", "H", "H", "H", "H", "H", "H", "H", "S", "C", "N", "F", "C", "C", "C", "C", "C", "C", "Sb", "C", "C", "C", "C", "F", "C", "C", "C", "C", "C", "C", "F", "C", "C", "H", "H", "H", "H", "H", "H", "H", "H", "H", "H", "H", "H"], "coordinates": [[-1.38912, 0.35712, -1.67338], [-1.36702, -1.67398, -2.13172], [-0.70405, -2.35607, -3.03020], [-0.44439, -3.72683, -2.80552], [0.32057, -4.46361, -3.67352], [0.83737, -3.88998, -4.84194], [0.53389, -2.58612, -5.13088], [-0.23857, -1.80358, -4.25697], [-0.57067, -0.47502, -4.64398], [-1.25834, 0.36081, -3.95590], [-1.59621, 1.64643, -4.53685], [-2.74632, 2.22719, -3.74082], [-2.35268, 2.29309, -2.34373], [-2.45764, 3.41598, -1.72984], [-2.13392, 3.70722, -0.37022], [-2.31408, 5.03199, 0.07151], [-2.04239, 5.40454, 1.36174], [-1.60066, 4.43272, 2.26683], [-1.43195, 3.12880, 1.87052], [-1.67178, 2.72290, 0.53961], [-1.47605, 1.46741, 0.21428], [-0.86557, -4.16582, -1.91442], [0.52786, -5.50204, -3.44897], [1.45105, -4.47414, -5.51316], [0.90154, -2.13070, -6.04334], [-0.24058, -0.18405, -5.64539], [-1.89016, 1.54023, -5.58327], [-0.73546, 2.32058, -4.48148], [-3.61044, 1.56452, -3.83011], [-3.01575, 3.21215, -4.12839], [-2.85160, 4.26591, -2.29377], [-2.67746, 5.76736, -0.63707], [-2.17535, 6.42819, 1.68148], [-1.39265, 4.70877, 3.29267], [-1.10909, 2.37270, 2.57550], [2.74369, -1.36941, -2.29436], [1.61719, -0.34863, -1.86370], [0.80321, 0.44630, -1.48261], [0.33355, 1.16249, 7.40605], [0.39577, 0.96680, 6.08782], [-0.43646, 0.02386, 5.51219], [-0.38077, -0.16987, 4.14009], [0.51133, 0.57219, 3.37653], [1.33919, 1.51872, 3.97473], [1.29169, 1.71623, 5.34363], [0.75102, 0.26723, 1.25716], [2.81570, -0.34906, 1.33450], [3.74651, 0.30153, 0.53522], [5.09310, 0.00026, 0.65718], [5.47301, -0.95862, 1.57830], [6.76834, -1.26019, 1.69669], [4.56000, -1.61657, 2.38388], [3.21673, -1.29733, 2.26728], [-0.45065, -1.48472, 1.06593], [-1.83649, -1.36017, 1.18778], [-2.64031, -2.48919, 1.17067], [-2.03736, -3.72686, 1.05165], [-2.80371, -4.81943, 1.04508], [-0.66570, -3.87339, 0.94569], [0.13025, -2.73970, 0.93483], [-1.11623, -0.54384, 6.13328], [-1.02310, -0.90826, 3.67624], [2.03078, 2.09751, 3.37269], [1.93363, 2.43480, 5.83500], [3.42392, 1.03655, -0.19192], [5.83943, 0.49589, 0.05167], [4.90607, -2.35794, 3.09123], [2.49302, -1.79049, 2.90623], [-2.28993, -0.39028, 1.34794], [-3.71602, -2.42563, 1.26504], [-0.23782, -4.86459, 0.87221], [1.20512, -2.84086, 0.83893]], "forces_ev_per_a": [[0.043, -0.539, -0.322], [-0.200, 1.306, 0.812], [0.456, -0.542, -0.932], [-0.241, 0.399, 0.289], [0.037, 0.063, -0.110], [0.036, -0.089, -0.014], [0.045, 0.057, -0.045], [-0.071, -0.187, 0.653], [-0.156, 0.024, -0.224], [0.159, 0.166, 0.387], [-0.003, 0.216, -0.122], [-0.066, -0.021, -0.226], [0.298, -0.345, 0.179], [-0.082, 0.084, -0.042], [0.174, -0.299, 0.239], [-0.007, 0.028, -0.032], [0.002, 0.048, 0.071], [-0.028, 0.074, -0.110], [0.046, -0.333, -0.135], [-0.174, 0.772, 0.195], [0.070, -0.827, -0.656], [0.034, -0.062, 0.127], [-0.026, -0.001, -0.005], [-0.019, 0.005, -0.003], [-0.024, -0.007, -0.004], [-0.095, 0.059, -0.006], [0.054, -0.028, -0.011], [-0.007, -0.017, 0.009], [-0.021, 0.037, 0.004], [-0.033, 0.008, 0.051], [-0.019, -0.051, -0.045], [0.012, -0.009, -0.012], [-0.014, -0.004, -0.020], [-0.013, -0.018, 0.007], [-0.056, 0.091, 0.020], [-0.030, -0.037, -0.084], [0.018, 0.047, 0.040], [-0.219, -0.108, 0.172], [0.006, -0.001, 0.089], [0.004, -0.039, -0.199], [-0.073, -0.029, 0.084], [-0.003, 0.021, -0.042], [0.057, 0.111, -0.506], [-0.032, -0.033, 0.016], [0.049, 0.069, 0.034], [0.329, -0.687, 0.605], [-0.566, 0.289, -0.217], [-0.024, -0.023, 0.031], [0.057, 0.029, -0.009], [-0.172, 0.060, -0.058], [0.075, -0.020, 0.018], [0.047, -0.070, 0.054], [-0.030, -0.042, -0.001], [0.117, 0.563, -0.078], [0.032, -0.093, 0.147], [-0.056, -0.019, 0.009], [0.140, 0.144, -0.034], [-0.054, -0.093, -0.002], [0.003, -0.123, -0.062], [0.113, 0.020, -0.027], [0.019, 0.012, 0.020], [-0.006, 0.009, 0.060], [0.030, 0.019, 0.065], [-0.025, -0.004, 0.022], [0.059, 0.020, 0.005], [0.018, -0.037, 0.004], [0.008, 0.011, -0.001], [0.031, 0.004, 0.029], [-0.013, -0.009, -0.106], [0.008, 0.010, 0.006], [-0.010, 0.007, -0.022], [-0.013, -0.034, -0.030]]}

---

{"formula": "C35H26F5N3ORuSi", "method": "wB97M-V/def2-TZVPD", "gap_ev": [7.003, 6.957], "s2": 0.759, "e_lumo_ev": [-3.82, -3.79], "charge": 1, "homo_ev": [-10.821, -10.743], "de_lowest_kj_mol": 185.35, "spin_multiplicity": 2, "largest_force_ev_per_a": 0.239, "symbols": ["Ru", "C", "C", "C", "C", "C", "C", "N", "C", "C", "C", "C", "C", "N", "C", "C", "C", "C", "C", "C", "N", "H", "H", "H", "H", "H", "H", "H", "H", "H", "H", "H", "H", "H", "H", "H", "F", "C", "C", "F", "C", "F", "C", "O", "C", "F", "C", "F", "C", "C", "C", "C", "C", "C", "Si", "C", "C", "C", "C", "C", "C", "H", "H", "H", "H", "H", "H", "H", "H", "H", "H", "H"], "coordinates": [[0.42950, 0.27672, -0.31882], [-2.40689, -1.70553, -0.66375], [-2.62698, -0.24310, -0.84277], [-3.94232, 0.17977, -1.05504], [-4.23087, 1.50304, -1.26166], [-3.17576, 2.40354, -1.26955], [-1.89872, 1.95738, -1.02598], [-1.60882, 0.63856, -0.78896], [-0.77313, 2.91918, -1.01322], [-0.89755, 4.29867, -1.09116], [0.25214, 5.06401, -1.00591], [1.48355, 4.46036, -0.81180], [1.53053, 3.07603, -0.71670], [0.42349, 2.35867, -0.86513], [2.74545, 2.28240, -0.43758], [3.91722, 2.90831, -0.06731], [5.06239, 2.14856, 0.10375], [5.00522, 0.80956, -0.18312], [3.79587, 0.21942, -0.55921], [3.83425, -1.20535, -0.99734], [2.65013, 0.93096, -0.59734], [-3.24340, -2.25342, -1.09509], [-2.35515, -1.94710, 0.39560], [-1.49822, -2.05035, -1.13956], [-4.72136, -0.56915, -1.05907], [-5.24601, 1.83540, -1.43106], [-3.35212, 3.44872, -1.47037], [-1.85876, 4.77728, -1.20028], [0.18520, 6.14186, -1.06847], [2.37294, 5.06424, -0.72272], [3.94507, 3.97450, 0.09388], [5.98884, 2.61298, 0.41481], [5.88931, 0.18897, -0.13877], [4.72234, -1.35764, -1.61022], [2.96058, -1.46348, -1.58288], [3.90009, -1.88419, -0.14828], [-3.47627, 4.39190, 3.08088], [-2.58313, 3.46654, 2.74548], [-2.97453, 2.14872, 2.56821], [-4.25024, 1.80937, 2.73458], [-2.04193, 1.19519, 2.20675], [-2.44327, -0.06577, 2.03982], [-0.70381, 1.52322, 1.97996], [0.18445, 0.59792, 1.58213], [-0.33350, 2.84480, 2.20854], [0.94532, 3.20304, 2.04480], [-1.25455, 3.81018, 2.57288], [-0.86554, 5.07299, 2.74221], [-1.90502, -4.32865, 3.36422], [-1.18951, -3.21517, 3.78333], [-0.39898, -2.51771, 2.88240], [-0.32101, -2.91164, 1.54396], [-1.03805, -4.03964, 1.14180], [-1.82562, -4.74388, 2.04232], [0.80506, -1.98680, 0.37762], [0.95315, -2.82789, -1.30647], [1.39897, -4.11990, -1.57359], [1.60895, -4.54913, -2.87872], [1.38647, -3.69034, -3.94580], [0.94538, -2.39316, -3.71254], [0.73048, -1.98616, -2.40517], [-2.51567, -4.87798, 4.06899], [-1.24346, -2.89323, 4.81578], [0.15743, -1.65116, 3.22293], [-0.98668, -4.37577, 0.11034], [-2.37262, -5.61854, 1.71364], [2.13043, -2.00196, 1.05597], [1.59578, -4.80122, -0.75281], [1.95266, -5.55849, -3.06551], [1.55473, -4.02994, -4.95936], [0.76632, -1.71762, -4.53899], [0.34978, -0.96194, -2.25950]], "forces_ev_per_a": [[0.222, -0.026, 0.084], [-0.083, 0.100, 0.028], [-0.058, -0.033, -0.074], [0.012, -0.053, -0.017], [0.031, 0.057, -0.001], [-0.121, 0.039, -0.020], [0.083, 0.023, -0.025], [-0.159, -0.084, -0.040], [-0.005, -0.038, 0.024], [-0.081, -0.023, -0.016], [0.068, 0.065, 0.008], [0.006, -0.032, 0.005], [-0.095, 0.141, -0.036], [-0.088, -0.044, 0.041], [0.182, -0.100, 0.037], [-0.148, 0.020, -0.043], [0.135, 0.037, 0.045], [-0.042, -0.062, -0.027], [-0.087, 0.137, 0.033], [-0.068, -0.041, 0.017], [0.108, -0.110, 0.109], [0.007, 0.004, 0.028], [0.020, 0.005, 0.040], [0.139, -0.005, -0.053], [-0.001, 0.018, 0.000], [0.007, 0.003, 0.003], [-0.018, -0.014, 0.015], [0.018, 0.002, 0.007], [0.006, -0.007, -0.005], [0.015, -0.006, -0.004], [-0.032, 0.012, -0.010], [-0.011, -0.010, 0.001], [-0.001, -0.002, 0.003], [0.006, 0.011, -0.013], [0.019, -0.023, -0.006], [-0.004, 0.000, 0.012], [-0.004, -0.004, 0.006], [-0.035, -0.003, -0.009], [0.004, 0.030, 0.017], [-0.006, -0.016, 0.001], [0.041, 0.079, 0.030], [-0.022, -0.060, -0.033], [-0.045, -0.174, -0.002], [0.027, 0.219, -0.092], [0.004, -0.002, 0.002], [0.044, 0.022, 0.000], [0.037, 0.031, 0.017], [0.004, -0.009, -0.006], [0.008, -0.006, -0.004], [-0.001, 0.015, 0.032], [-0.062, 0.018, -0.022], [0.068, -0.038, 0.037], [-0.032, -0.063, 0.016], [0.013, -0.003, -0.015], [0.085, -0.037, -0.127], [-0.016, 0.147, -0.073], [0.018, -0.043, 0.025], [0.000, -0.025, 0.004], [-0.002, 0.039, -0.002], [-0.026, -0.036, 0.015], [-0.047, -0.130, 0.008], [-0.005, 0.009, -0.002], [-0.001, -0.011, -0.010], [0.005, -0.007, -0.008], [-0.003, 0.012, 0.029], [0.004, 0.004, 0.006], [-0.014, 0.004, -0.002], [-0.006, 0.006, -0.013], [-0.001, 0.005, 0.006], [0.003, 0.004, 0.004], [0.002, -0.002, 0.004], [-0.023, 0.067, 0.012]]}

---

{"formula": "C35H27Cl5NO7P2Rb", "method": "wB97M-V/def2-TZVPD", "gap_ev": 6.900, "e_lumo_ev": 3.67, "charge": -2, "homo_ev": -3.228, "de_lowest_kj_mol": 48.74, "largest_force_ev_per_a": 0.913, "symbols": ["Rb", "O", "C", "O", "C", "O", "C", "C", "O", "O", "H", "H", "H", "H", "H", "Cl", "C", "C", "C", "Cl", "C", "Cl", "C", "Cl", "C", "Cl", "O", "N", "O", "C", "P", "C", "C", "C", "C", "C", "C", "C", "C", "C", "C", "C", "C", "P", "C", "C", "C", "C", "C", "C", "C", "C", "C", "C", "C", "C", "H", "H", "H", "H", "H", "H", "H", "H", "H", "H", "H", "H", "H", "H", "H", "H", "H", "H", "H", "H", "H", "H"], "coordinates": [[1.37112, -0.42706, 3.46278], [1.74305, 1.95811, 4.70282], [1.00926, 1.56807, 5.72674], [1.39632, 1.46088, 6.86688], [-0.44455, 1.23939, 5.36856], [-0.68080, 1.25584, 3.98640], [-1.75192, 0.43239, 3.51871], [-1.60344, 0.19740, 1.98626], [-2.66141, 0.19686, 1.32619], [-0.43920, -0.01524, 1.58083], [2.76045, 1.93354, 4.87690], [-1.07243, 1.97391, 5.89395], [-0.65788, 0.25649, 5.80826], [-2.71614, 0.90022, 3.73874], [-1.70559, -0.55436, 4.00458], [-1.63993, -1.96373, 7.27477], [-1.20357, -3.16542, 6.04177], [-0.31832, -2.80377, 5.05134], [-0.04645, -3.80143, 4.14830], [1.09361, -3.46294, 2.80800], [-0.58918, -5.08313, 4.17817], [-0.19563, -6.29401, 3.00091], [-1.48351, -5.38873, 5.20142], [-2.19939, -6.96583, 5.29253], [-1.79848, -4.41936, 6.15137], [-2.91504, -4.81255, 7.42463], [4.34132, 1.88429, 4.78701], [4.89228, 0.80914, 4.45354], [4.10973, -0.10269, 4.15839], [0.78504, 1.82852, -2.58028], [0.30031, 1.03638, -0.95256], [1.95633, 0.96656, -0.16529], [2.59470, -0.21306, 0.20853], [3.80383, -0.18387, 0.88925], [4.40141, 1.02721, 1.20333], [3.77404, 2.20947, 0.84187], [2.55948, 2.17683, 0.17285], [0.04767, -0.67323, -1.56706], [0.90211, -1.30112, -2.47189], [0.63996, -2.58514, -2.92231], [-0.48644, -3.25826, -2.46634], [-1.33505, -2.64495, -1.56050], [-1.07492, -1.35715, -1.10589], [-0.69154, 2.75019, -3.16884], [-0.36770, 2.92735, -4.96722], [-1.43194, 3.21910, -5.82402], [-1.22417, 3.44281, -7.17382], [0.06043, 3.39420, -7.70118], [1.12754, 3.11876, -6.86217], [0.91470, 2.88669, -5.50866], [-1.91688, 1.38396, -3.14009], [-1.92427, 0.32051, -4.04463], [-2.84004, -0.70929, -3.90794], [-3.74485, -0.70129, -2.85266], [-3.72909, 0.33334, -1.93300], [-2.82614, 1.37623, -2.08396], [1.12444, 1.08754, -3.30752], [1.60252, 2.53105, -2.39933], [2.11276, -1.16193, 0.00908], [4.26238, -1.10912, 1.21583], [5.31669, 1.04637, 1.77876], [4.20772, 3.15982, 1.12725], [2.05225, 3.10997, -0.05254], [1.79718, -0.79390, -2.81486], [1.31975, -3.06347, -3.61719], [-0.69201, -4.26486, -2.81085], [-2.20564, -3.17031, -1.18774], [-1.72060, -0.89067, -0.36885], [-2.43937, 3.25549, -5.42668], [-2.06823, 3.65414, -7.81828], [0.22446, 3.56887, -8.75681], [2.13439, 3.07547, -7.25828], [1.76200, 2.66305, -4.87391], [-1.20390, 0.29460, -4.85294], [-2.82890, -1.53605, -4.60755], [-4.44095, -1.52231, -2.73239], [-4.38741, 0.32140, -1.07508], [-2.79831, 2.16780, -1.34640]], "forces_ev_per_a": [[0.649, -0.610, -0.198], [0.084, 0.229, 0.190], [-0.086, 0.257, -0.009], [-0.039, 0.015, 0.097], [-0.128, 0.012, 0.186], [-0.080, 0.145, -0.131], [0.047, 0.094, -0.046], [-0.346, 0.176, 0.292], [-0.015, -0.040, -0.022], [0.006, -0.014, -0.310], [-0.047, -0.037, -0.026], [0.015, -0.057, 0.000], [0.027, 0.023, -0.038], [0.016, -0.036, -0.043], [-0.032, 0.079, 0.052], [0.014, 0.005, -0.014], [-0.044, 0.005, 0.033], [0.047, 0.119, -0.045], [0.105, -0.074, -0.175], [-0.110, -0.373, 0.023], [-0.052, 0.040, 0.085], [0.018, -0.029, -0.041], [-0.013, -0.058, -0.004], [0.003, -0.008, 0.000], [0.020, -0.007, -0.031], [-0.004, 0.013, 0.018], [0.001, 0.572, 0.246], [-0.164, -0.221, -0.092], [0.203, -0.248, 0.015], [0.255, 0.007, -0.175], [-0.103, 0.183, 0.288], [0.047, -0.022, -0.117], [-0.133, -0.086, 0.022], [0.009, -0.013, 0.002], [0.040, -0.002, 0.027], [-0.028, 0.019, 0.023], [-0.010, 0.042, -0.003], [-0.073, -0.093, 0.161], [0.012, -0.049, -0.005], [0.031, 0.042, -0.012], [-0.032, -0.050, -0.019], [0.024, 0.002, 0.067], [0.175, -0.126, 0.069], [-0.025, -0.005, 0.088], [-0.022, -0.075, -0.016], [-0.006, -0.021, -0.005], [-0.018, -0.005, -0.003], [0.017, 0.008, -0.010], [0.006, 0.008, -0.007], [0.009, -0.012, -0.011], [-0.139, 0.058, -0.071], [-0.066, 0.069, -0.015], [0.006, 0.045, -0.054], [-0.037, 0.044, -0.039], [-0.094, -0.016, -0.018], [0.037, 0.052, -0.068], [-0.007, 0.095, -0.042], [-0.064, 0.015, 0.030], [0.019, -0.042, -0.046], [0.007, 0.001, -0.004], [0.000, 0.005, -0.005], [0.007, 0.005, -0.008], [-0.002, -0.001, -0.021], [0.005, -0.010, 0.003], [0.010, -0.016, -0.014], [-0.002, -0.020, 0.001], [-0.018, -0.021, -0.003], [0.014, 0.032, -0.015], [-0.026, -0.003, 0.033], [-0.017, 0.006, -0.020], [0.006, 0.002, -0.022], [0.019, 0.003, -0.018], [0.005, -0.004, 0.028], [0.035, 0.007, -0.043], [0.011, -0.011, -0.002], [-0.002, -0.013, 0.008], [0.022, -0.009, 0.034], [0.001, 0.004, 0.013]]}